Entry A
A cluster of 2 separate species, C3H6N2O2 in total, computed with the ωB97M-V functional and the def2-TZVPD basis.

The value obtained for the HOMO energy is -8.674 eV. For the gap between HOMO and LUMO, the calculation gives 0.33547 Ha. The calculation puts the LUMO energy at 0.45 eV.

The geometry in XYZ format:
```
13
Properties=species:S:1:pos:R:3:nbo_charge:R:1
C -0.98 0.61 0.40 0.44
C -0.13 1.70 -0.18 -0.73
C 0.66 -1.24 -0.28 0.35
O -0.90 0.20 1.55 -0.60
N 0.31 -1.34 -1.43 0.10
N 0.92 -1.63 0.94 -0.82
O 0.37 -0.93 -2.57 -0.45
H 0.34 -1.12 1.64 0.44
H -1.91 0.43 -0.18 0.13
H 1.12 -2.61 1.10 0.41
H 0.80 1.81 0.38 0.23
H -0.69 2.64 -0.14 0.24
H 0.08 1.49 -1.23 0.25
```

=====

Entry B
An isolated molecule of C3H6N2O2, computed with the ωB97M-V functional and the def2-TZVPD basis.

The value obtained for the HOMO energy is -8.794 eV. For the gap between HOMO and LUMO, the calculation gives 0.34797 Ha. The calculation puts the LUMO energy at 0.68 eV.

The geometry in XYZ format:
```
13
Properties=species:S:1:pos:R:3:nbo_charge:R:1
N -2.20 -0.24 -0.32 -0.79
C -0.93 0.04 -0.02 0.67
O -0.46 1.16 -0.19 -0.56
C 0.00 -0.98 0.64 -0.18
O 0.99 -0.13 1.14 -0.53
C 1.43 0.77 0.17 0.46
N 1.83 0.38 -0.97 -0.82
H -2.69 0.56 -0.70 0.41
H -2.64 -1.13 -0.27 0.40
H 0.44 -1.69 -0.07 0.22
H -0.51 -1.58 1.41 0.21
H 1.60 1.75 0.63 0.16
H 2.65 0.90 -1.26 0.36
```

=====

Stability summary: most stable entry B, least stable entry A.

=====

Entry A
A cluster of 2 separate species, C2H3N2S2 in total, computed with the ωB97M-V functional and the def2-TZVPD basis.

The charge is +1. The value obtained for the HOMO energy is -14.355 eV. For the gap between HOMO and LUMO, the calculation gives 0.30092 Ha. The calculation puts the LUMO energy at -6.17 eV.

The geometry in XYZ format:
```
9
Properties=species:S:1:pos:R:3:nbo_charge:R:1
C 0.44 0.51 1.04 0.22
C -1.00 -0.39 -1.13 0.22
N -1.53 0.05 -0.18 -0.64
N 1.19 -0.27 0.38 -0.78
S -0.28 -1.16 -2.29 0.14
S -0.01 1.62 1.97 0.47
H -1.95 0.87 0.18 0.46
H 0.97 -0.74 -0.53 0.45
H 2.16 -0.48 0.55 0.47
```

=====

Entry B
The ion C2H3N2S2 with charge +1, computed with the ωB97M-V functional and the def2-TZVPD basis.

The charge is +1. The value obtained for the HOMO energy (alpha / beta) is -14.389 / -14.098 eV. For the gap between HOMO and LUMO (alpha / beta), the calculation gives 0.21444 / 0.20031 Ha. The calculation puts the LUMO energy (alpha / beta) at -8.55 / -8.65 eV.

The geometry in XYZ format:
```
9
Properties=species:S:1:pos:R:3:nbo_charge:R:1
C 1.65 -0.92 -0.61 -0.03
C -0.46 0.23 0.01 0.35
N 0.83 0.05 -0.29 -0.39
N -1.13 -0.54 0.81 -0.68
S 1.35 -2.47 -1.20 0.31
S -0.66 -2.14 1.14 0.49
H 2.60 -0.68 -0.13 0.24
H -0.93 1.21 -0.27 0.26
H -2.13 -0.30 1.07 0.47
```

=====

Stability summary: most stable entry A, least stable entry B.

=====

Entry A
An isolated molecule of C7H10O, computed with the ωB97M-V functional and the def2-TZVPD basis.

The value obtained for the HOMO energy (alpha / beta) is -8.247 / -7.488 eV. For the gap between HOMO and LUMO (alpha / beta), the calculation gives 0.30225 / 0.22772 Ha. The calculation puts the LUMO energy (alpha / beta) at -0.02 / -1.29 eV.

The geometry in XYZ format:
```
18
Properties=species:S:1:pos:R:3:nbo_charge:R:1
C -0.43 -1.06 0.85 0.17
C -1.84 -0.94 0.28 -0.65
O -0.15 -0.26 1.88 -0.68
C 0.70 -0.64 -0.43 -0.13
C 1.45 -1.48 -0.94 -0.12
H 0.44 0.59 1.56 0.44
H -0.16 -2.10 1.05 0.17
H -2.07 0.10 0.07 0.22
H -2.54 -1.31 1.03 0.22
H -1.95 -1.53 -0.63 0.21
H 2.03 -2.28 -1.33 0.23
C -0.09 1.47 -1.47 -0.35
C 1.32 1.48 0.60 -0.51
C 0.67 0.91 -0.51 -0.07
H 2.31 1.13 0.87 0.22
H -0.01 2.53 -1.67 0.20
H -0.74 0.89 -2.11 0.20
H 1.05 2.49 0.90 0.22
```

=====

Entry B
An isolated molecule of C7H10O, computed with the ωB97M-V functional and the def2-TZVPD basis.

The value obtained for the HOMO energy (alpha / beta) is -8.702 / -7.190 eV. For the gap between HOMO and LUMO (alpha / beta), the calculation gives 0.31039 / 0.25155 Ha. The calculation puts the LUMO energy (alpha / beta) at -0.26 / -0.35 eV.

The geometry in XYZ format:
```
18
Properties=species:S:1:pos:R:3:nbo_charge:R:1
C -1.12 -1.34 -0.28 -0.19
C 0.24 -1.11 -0.24 -0.25
C -2.09 -0.42 0.16 -0.06
C -1.72 0.66 1.18 0.07
C 0.90 0.10 -0.03 0.14
C 2.29 -0.08 0.49 -0.66
C 0.52 1.24 -0.80 -0.69
O -2.17 0.98 -0.12 -0.49
H -1.35 -2.39 -0.67 0.22
H 0.89 -1.91 -0.23 0.20
H -3.07 -0.89 0.22 0.19
H -2.53 0.96 2.03 0.16
H 2.40 -0.56 1.51 0.23
H 2.70 0.88 0.36 0.22
H 2.74 -0.75 -0.22 0.22
H -0.47 1.57 -0.72 0.27
H 0.63 0.96 -1.89 0.22
H 1.23 2.12 -0.75 0.21
```

=====

Entry C
A cluster of 2 separate species, C7H10O in total, computed with the ωB97M-V functional and the def2-TZVPD basis.

The value obtained for the HOMO energy is -9.787 eV. For the gap between HOMO and LUMO, the calculation gives 0.39011 Ha. The calculation puts the LUMO energy at 0.83 eV.

The geometry in XYZ format:
```
18
Properties=species:S:1:pos:R:3:nbo_charge:R:1
C 0.92 0.57 0.26 0.01
C 2.33 0.97 0.59 -0.59
C -0.20 0.27 -0.05 -0.27
C 3.45 0.19 -0.12 0.60
C 3.22 -1.30 -0.15 -0.73
C -4.71 0.68 0.02 -0.39
C -4.24 -0.45 -0.48 -0.40
O 4.40 0.75 -0.58 -0.51
H 2.22 0.68 1.63 0.26
H -1.25 0.10 -0.01 0.24
H 4.14 -1.93 -0.15 0.24
H 2.65 -1.62 -1.13 0.26
H 2.59 -1.63 0.64 0.23
H -4.37 1.72 -0.37 0.21
H -5.53 0.56 0.72 0.19
H 2.33 2.12 0.48 0.26
H -4.66 -1.33 -0.13 0.20
H -3.30 -0.35 -1.19 0.20
```

=====

Entry D
An isolated molecule of C7H10O, computed with the ωB97M-V functional and the def2-TZVPD basis.

The value obtained for the HOMO energy is -8.449 eV. For the gap between HOMO and LUMO, the calculation gives 0.34779 Ha. The calculation puts the LUMO energy at 1.02 eV.

The geometry in XYZ format:
```
18
Properties=species:S:1:pos:R:3:nbo_charge:R:1
C -0.99 1.19 -0.37 -0.44
C -1.87 -0.11 -0.72 -0.45
C -1.45 -1.10 0.28 -0.18
C 1.75 -0.17 -0.17 0.17
C 3.01 -0.41 -0.42 -0.56
C -0.70 -0.61 1.24 -0.23
C -0.14 0.83 0.88 0.07
H -0.41 1.47 -1.23 0.23
H -1.53 2.07 -0.22 0.22
H -2.91 0.25 -0.86 0.23
H -1.62 -0.42 -1.72 0.21
H -1.63 -2.19 0.05 0.22
H 0.77 -0.79 -0.45 0.16
H 3.58 0.09 0.37 0.21
H 3.44 -1.01 -1.15 0.22
H -0.34 -1.25 2.06 0.22
H -0.26 1.40 1.82 0.21
O 1.30 0.77 0.62 -0.51
```

=====

Stability summary: most stable entry D, least stable entry B.